(1)
A structure of composition C47H63BrF4GeMgNO3PSi2Te. Source: OMol25; level of theory: ωB97M-V with the def2-TZVPD basis set.

Output
Charge   +1
E_tot   -8547.9835 a.u.
HOMO (spin up / spin down)   -0.3945 / -0.4097 hartree
Spin multiplicity   2
⟨S²⟩   0.7570
Energy relative to the best compared isomer or geometry (same formula, charge and spin)   13.7 kJ/mol
M   1157.58 g mol⁻¹
HOMO-LUMO gap (spin up / spin down)   7.79 / 6.67 eV

Cartesian coordinates (Å):
1 Mg -0.25835 -0.33898 -1.51571
2 C 0.93471 -3.97766 -1.35237
3 C -0.35908 -3.63120 -2.07692
4 C -1.56009 -3.99680 -1.21083
5 C -0.42555 -4.38562 -3.39900
6 O -0.36892 -2.21428 -2.30912
7 Ge -0.56169 -1.27829 -4.00484
8 O 0.73445 -0.09045 -3.25024
9 C 2.08352 0.05342 -3.72705
10 C 2.82636 -1.26607 -3.55167
11 C 2.71429 1.15259 -2.88268
12 C 2.05254 0.46478 -5.19308
13 O -1.69329 -0.12288 -2.92952
14 C -3.12069 -0.10108 -3.12412
15 C -3.71143 -1.47220 -2.82251
16 C -3.41962 0.31046 -4.56161
17 C -3.68851 0.92706 -2.16063
18 H 0.98369 -5.04540 -1.13168
19 H 1.79336 -3.70947 -1.97019
20 H 0.99826 -3.42209 -0.41494
21 H -1.50846 -5.04169 -0.90049
22 H -1.58304 -3.37340 -0.31322
23 H -2.49052 -3.84938 -1.75648
24 H -0.41073 -5.46060 -3.21589
25 H -1.34253 -4.15055 -3.94330
26 H 0.42808 -4.13920 -4.03411
27 H 2.78101 -1.59339 -2.51219
28 H 2.38179 -2.04452 -4.17829
29 H 3.87433 -1.16337 -3.83776
30 H 2.62976 0.90927 -1.82108
31 H 3.77130 1.27336 -3.12520
32 H 2.20391 2.10075 -3.06142
33 H 1.58960 -0.30916 -5.80886
34 H 1.49126 1.39195 -5.31627
35 H 3.06645 0.62231 -5.56337
36 H -3.29457 -2.23422 -3.48581
37 H -3.49744 -1.75721 -1.79093
38 H -4.79318 -1.46201 -2.96345
39 H -3.04811 -0.43135 -5.27103
40 H -4.49542 0.40712 -4.71282
41 H -2.95461 1.27119 -4.78663
42 H -3.43028 0.65047 -1.13575
43 H -3.28586 1.91707 -2.37717
44 H -4.77586 0.96783 -2.23767
45 F -0.00314 7.99598 -3.01907
46 C 0.03364 6.82458 -2.40605
47 C 0.37668 6.75070 -1.06876
48 F 0.67086 7.85438 -0.39503
49 C 0.40962 5.51709 -0.44353
50 F 0.75535 5.51070 0.84513
51 C 0.11571 4.33065 -1.10784
52 P 0.14697 2.72274 -0.20242
53 C -1.10848 3.08765 1.08867
54 C -2.42640 2.85638 0.69251
55 C -3.48489 3.10336 1.55385
56 C -3.23326 3.57304 2.83543
57 C -1.92538 3.80535 3.23888
58 C -0.86719 3.57230 2.37095
59 C 1.76316 2.83334 0.64525
60 C 1.96802 2.17589 1.85781
61 C 3.18858 2.26144 2.51098
62 C 4.23010 2.98811 1.95012
63 C 4.05237 3.60220 0.71827
64 C 2.82902 3.52087 0.06738
65 C -0.22996 4.43512 -2.45861
66 Br -0.68061 2.92392 -3.47983
67 C -0.26924 5.66292 -3.09628
68 F -0.59899 5.76109 -4.38026
69 H -2.62491 2.49783 -0.31113
70 H -4.50202 2.93807 1.22037
71 H -4.05293 3.76554 3.51565
72 H -1.72547 4.18590 4.23214
73 H 0.14065 3.79077 2.69415
74 H 1.16355 1.61017 2.31296
75 H 3.32189 1.76439 3.46362
76 H 5.17740 3.06846 2.46682
77 H 4.86203 4.16043 0.26651
78 H 2.70306 4.02269 -0.88476
79 N 8.74846 -2.09174 -0.50851
80 C 7.62410 -1.90015 -0.37559
81 C 6.21524 -1.65971 -0.21171
82 C 5.33495 -2.73683 -0.12829
83 C 3.98130 -2.50429 0.02233
84 C 3.49938 -1.19504 0.09321
85 C 4.38818 -0.12210 0.01432
86 C 5.74193 -0.35161 -0.13801
87 C 2.09625 -0.93062 0.23649
88 C 0.91948 -0.65904 0.40261
89 H 5.71662 -3.74681 -0.18370
90 H 3.29436 -3.33590 0.08178
91 H 4.00873 0.88817 0.07193
92 H 6.43597 0.47536 -0.20027
93 C -4.22744 -2.83933 3.71336
94 Si -4.03992 -1.04504 3.22845
95 C -2.93119 -0.16095 4.45107
96 C -5.70832 -0.21062 3.15815
97 C -3.31547 -0.93372 1.46797
98 Te -1.15275 -0.47100 1.51883
99 C -0.66888 -2.40101 2.26726
100 Si 0.57029 -2.45613 3.72078
101 C 1.97665 -3.56753 3.20517
102 C 1.23546 -0.75198 4.10773
103 C -0.34296 -3.16201 5.18816
104 H -4.76195 -2.90562 4.66414
105 H -3.27339 -3.35209 3.84750
106 H -4.80884 -3.39135 2.97203
107 H -3.44120 -0.09080 5.41529
108 H -2.68799 0.85461 4.13176
109 H -1.99310 -0.69623 4.62317
110 H -6.19862 -0.24679 4.13337
111 H -6.36544 -0.69828 2.43548
112 H -5.61072 0.83873 2.87152
113 H -3.74724 -0.09140 0.92606
114 H -3.43978 -1.83903 0.87226
115 H -0.28498 -2.96708 1.41903
116 H -1.62899 -2.83540 2.54767
117 H 2.50915 -3.13535 2.35526
118 H 1.62369 -4.56039 2.91792
119 H 2.69580 -3.69192 4.01739
120 H 1.79107 -0.35198 3.25530
121 H 1.92696 -0.82164 4.95099
122 H 0.45499 -0.03727 4.38015
123 H -0.73459 -4.15764 4.96716
124 H -1.18335 -2.53130 5.48727
125 H 0.32150 -3.25342 6.04980

Löwdin atomic charge list, values in e, 99 entries:
1 Mg 0.4945
2 C -0.0257
3 C -0.6668
4 C -0.0152
5 C -0.0584
6 O -0.3831
7 Ge 1.0814
8 O -0.4268
9 C -0.6725
10 C -0.0140
11 C -0.0221
12 C -0.0361
13 O -0.4269
14 C -0.6850
15 C -0.0254
16 C -0.0387
17 C -0.0347
18 H 0.0996
19 H 0.0829
20 H 0.0543
21 H 0.0987
22 H 0.0588
23 H 0.0756
24 H 0.0980
25 H 0.0740
26 H 0.0792
27 H 0.0643
28 H 0.0838
29 H 0.0999
30 H 0.0559
31 H 0.1025
32 H 0.0644
33 H 0.0705
34 H 0.0740
35 H 0.0973
36 H 0.0773
37 H 0.0716
38 H 0.0995
39 H 0.0677
40 H 0.0971
41 H 0.0698
42 H 0.0526
43 H 0.0580
44 H 0.1035
45 F 0.1578
46 C -0.1284
47 C -0.1292
48 F 0.1489
49 C -0.2159
50 F 0.1133
51 C -0.3105
52 P 1.1104
53 C -0.3957
54 C -0.1335
55 C -0.0755
56 C -0.0767
57 C -0.0612
58 C -0.0845
59 C -0.3689
60 C -0.1282
61 C -0.0679
62 C -0.0757
63 C -0.0703
64 C -0.0983
65 C -0.5650
66 Br 0.9533
67 C -0.2602
68 F 0.0934
69 H 0.0709
70 H 0.1106
71 H 0.1117
72 H 0.1132
73 H 0.1032
74 H 0.0669
75 H 0.1092
76 H 0.1112
77 H 0.1124
78 H 0.1106
79 N 0.1773
80 C -0.1701
81 C -0.2112
82 C 0.0008
83 C -0.0227
84 C -0.2306
85 C -0.0071
86 C 0.0057
87 C -0.0969
88 C -0.3068
89 H 0.1284
90 H 0.1033
91 H 0.0935
92 H 0.1280
93 C -0.1666
94 Si 0.4162
95 C -0.1832
96 C -0.1683
97 C -0.4658
98 Te 1.4902
99 C -0.4758

---

(2)
A cluster of 7 separate species, C47H63BrFIN7OPS in total. Source: OMol25; level of theory: ωB97M-V with the def2-TZVPD basis set.

Output
E_tot   -5997.9372 a.u.
HOMO   -0.2966 hartree
SMILES string   Cc1cccc(Cc2c(Br)c(CCCF)cc3c2Sc2cc(P(O)I)ccc2N3)c1.CCCC#N.CCCC#N.CCCC#N.CCCC#N.CCCC#N.CCCC#N
M   1030.92 g mol⁻¹
HOMO-LUMO gap   7.23 eV

Cartesian coordinates (Å):
1 C -3.67892 2.67206 3.11521
2 C -2.13101 2.56169 3.49175
3 C -1.41242 3.84052 3.98885
4 C 0.11616 3.70213 4.33293
5 C 0.88966 2.34882 4.20367
6 C 0.14679 1.07543 3.70357
7 C 0.99297 -0.27517 3.60604
8 C 1.60096 -0.54672 2.13264
9 C 3.07407 -0.15556 1.73493
10 Br 4.14864 0.72911 3.14100
11 C 3.65491 -0.41658 0.31215
12 C 5.12004 -0.01646 -0.19352
13 C 6.31685 -0.48588 0.77140
14 C 7.20937 0.78646 1.24874
15 F 7.50626 1.68704 0.13767
16 C 2.70978 -1.10089 -0.73599
17 C 1.23373 -1.51825 -0.42684
18 C 0.73309 -1.20935 1.03849
19 S -1.05013 -1.68354 1.34867
20 C -1.83582 -1.18685 -0.27329
21 C -3.21509 -0.48237 -0.35876
22 C -3.80996 -0.05409 -1.75713
23 P -5.46372 0.84668 -1.77256
24 O -5.42698 1.85462 -0.37054
25 I -5.52618 2.47834 -3.66036
26 C -2.96231 -0.41946 -3.01932
27 C -1.57216 -1.13300 -2.94087
28 C -0.95564 -1.51700 -1.54189
29 N 0.36085 -2.16294 -1.42168
30 C -1.36363 1.19438 3.35966
31 H -3.85844 3.36568 2.21792
32 H -4.12230 1.62853 2.99090
33 H -4.22727 3.15454 4.00556
34 H -1.99777 4.81396 4.09855
35 H 0.61922 4.67041 4.69385
36 H 2.00343 2.25420 4.46919
37 H 1.81014 -0.28804 4.41442
38 H 0.29421 -1.15174 3.81903
39 H 5.11365 1.11010 -0.43455
40 H 5.28045 -0.54168 -1.21277
41 H 5.96677 -1.04704 1.70886
42 H 7.03352 -1.13852 0.13934
43 H 8.22005 0.45349 1.70310
44 H 6.67738 1.40601 2.05941
45 H 3.10264 -1.29652 -1.79434
46 H -3.83317 -0.21649 0.57262
47 H -4.78332 2.59562 -0.53193
48 H -3.34493 -0.16322 -4.07447
49 H -0.95189 -1.39867 -3.87648
50 H 0.76493 -2.16821 -2.36950
51 H -1.98444 0.30606 3.01540
52 C -10.18351 0.98301 0.48494
53 C -9.68247 2.26824 -0.16312
54 C -8.33581 2.73533 0.39187
55 C -8.41458 3.09412 1.81055
56 N -8.47826 3.36610 2.92780
57 H -10.36036 1.11654 1.55561
58 H -11.12764 0.67489 0.02978
59 H -9.46258 0.17142 0.35410
60 H -10.43520 3.05293 -0.03651
61 H -9.57679 2.09822 -1.23958
62 H -8.00190 3.60817 -0.17756
63 H -7.58239 1.95783 0.24721
64 C 7.81642 3.09247 -4.79437
65 C 7.41045 2.61722 -3.40404
66 C 7.68731 1.13291 -3.16900
67 C 6.89154 0.27284 -4.04949
68 N 6.26903 -0.40114 -4.74568
69 H 7.24601 2.58147 -5.57480
70 H 7.62891 4.16422 -4.89531
71 H 8.88056 2.91539 -4.97457
72 H 6.34952 2.82986 -3.24595
73 H 7.96670 3.19819 -2.66144
74 H 7.45132 0.89035 -2.12794
75 H 8.75234 0.92350 -3.30962
76 C 6.16824 -3.96126 -3.56091
77 C 7.36322 -3.30614 -2.88022
78 C 7.87629 -4.09515 -1.67446
79 C 6.88567 -4.16691 -0.59601
80 N 6.10258 -4.22823 0.24588
81 H 5.30828 -4.02289 -2.88842
82 H 5.86550 -3.37689 -4.43288
83 H 6.41474 -4.97200 -3.89766
84 H 7.09236 -2.28951 -2.57768
85 H 8.17423 -3.21627 -3.61014
86 H 8.78140 -3.61217 -1.29311
87 H 8.16256 -5.10503 -1.98321
88 C -8.17343 -0.87288 6.83518
89 C -7.91138 -0.18471 5.50096
90 C -9.13708 0.54510 4.94980
91 C -10.23441 -0.37386 4.63276
92 N -11.09723 -1.09740 4.39234
93 H -8.93579 -1.65074 6.74155
94 H -7.25930 -1.34749 7.20018
95 H -8.50665 -0.15364 7.58809
96 H -7.55679 -0.92540 4.77699
97 H -7.10353 0.54188 5.63582
98 H -8.85044 1.08277 4.04119
99 H -9.47816 1.29663 5.66787
100 C 1.90928 3.91458 0.67216
101 C 1.46372 4.15905 -0.75894
102 C 1.92477 3.05818 -1.71139
103 C 3.38292 2.99091 -1.81640
104 N 4.53001 2.93335 -1.88454
105 H 2.99962 3.91107 0.75648
106 H 1.52942 4.70153 1.32813
107 H 1.53219 2.95541 1.03815
108 H 1.83551 5.13344 -1.09194
109 H 0.37044 4.21060 -0.78590
110 H 1.50363 3.24674 -2.70377
111 H 1.53438 2.09062 -1.38003
112 C -1.54089 -6.32877 -4.11179
113 C -0.50869 -6.69001 -3.05043
114 C -0.01903 -5.48063 -2.25224
115 C 0.69802 -4.51633 -3.08993
116 N 1.25405 -3.75754 -3.75470
117 H -1.12248 -5.65528 -4.86450
118 H -1.88230 -7.22972 -4.62702
119 H -2.41164 -5.84381 -3.66245
120 H 0.33754 -7.19438 -3.52748
121 H -0.95785 -7.40781 -2.35667
122 H 0.64960 -5.82615 -1.45794
123 H -0.86474 -4.98858 -1.76237

Löwdin atomic charge list, values in e, 99 entries:
1 C -0.1051
2 C -0.2120
3 C -0.0405
4 C -0.0643
5 C -0.0412
6 C -0.1612
7 C -0.1735
8 C -0.1699
9 C -0.4565
10 Br 0.7354
11 C -0.1590
12 C -0.1740
13 C -0.1827
14 C -0.1704
15 F -0.1308
16 C 0.0425
17 C -0.1635
18 C -0.3321
19 S 0.8765
20 C -0.3799
21 C -0.0669
22 C -0.4281
23 P 0.4985
24 O -0.4668
25 I 0.3143
26 C -0.0852
27 C 0.0002
28 C -0.1753
29 N 0.0205
30 C 0.0088
31 H 0.0782
32 H 0.0689
33 H 0.0842
34 H 0.0951
35 H 0.0848
36 H 0.0568
37 H 0.0933
38 H 0.1001
39 H 0.0877
40 H 0.1069
41 H 0.0974
42 H 0.1000
43 H 0.1229
44 H 0.0679
45 H 0.1058
46 H 0.0906
47 H 0.0532
48 H 0.0776
49 H 0.1003
50 H 0.0637
51 H 0.0492
52 C -0.1041
53 C -0.2586
54 C -0.1988
55 C -0.2163
56 N 0.1476
57 H 0.0635
58 H 0.0756
59 H 0.0775
60 H 0.1128
61 H 0.1085
62 H 0.1205
63 H 0.0768
64 C -0.1113
65 C -0.2725
66 C -0.1875
67 C -0.2357
68 N 0.1530
69 H 0.0708
70 H 0.0714
71 H 0.0726
72 H 0.0579
73 H 0.1127
74 H 0.0874
75 H 0.1225
76 C -0.1072
77 C -0.2732
78 C -0.1950
79 C -0.2395
80 N 0.1493
81 H 0.0694
82 H 0.0636
83 H 0.0752
84 H 0.0822
85 H 0.1120
86 H 0.1162
87 H 0.1203
88 C -0.1138
89 C -0.2676
90 C -0.1995
91 C -0.2391
92 N 0.1380
93 H 0.0720
94 H 0.0711
95 H 0.0761
96 H 0.1110
97 H 0.1077
98 H 0.0754
99 H 0.1242

---

- What is the formula in the second record?
  C47H63BrFIN7OPS

---

- Which of these has the highest E_tot?
  C47H63BrFIN7OPS

---

- Number 1 is which compound?
  C47H63BrF4GeMgNO3PSi2Te

---

- Look up the M of the second one.
  1030.92 g mol⁻¹